*1*
17
Properties=species:S:1:pos:R:3 method="wB97M-V/def2-TZVPD" lumo_ev="-0.234 / -0.234" smiles="[H]/N=C/C=N/[H].C=CC" molar_mass_g_mol=98.15
C -0.594 1.242 -0.032
C 0.125 -0.877 0.865
C 0.346 -2.155 0.074
H 1.159 2.152 0.688
H -0.665 1.822 -2.218
C 0.079 2.140 0.680
H -0.411 2.810 1.370
H -0.504 -2.847 0.099
N -0.790 -1.010 1.776
H -1.322 -0.153 1.933
H 1.087 -0.368 0.982
H 1.644 -3.470 -0.461
H -0.657 0.045 -2.039
H -1.677 1.224 0.030
N 1.518 -2.480 -0.257
C -0.210 0.978 -1.707
H 0.871 0.946 -1.783

=====

*2*
17
Properties=species:S:1:pos:R:3 method="wB97M-V/def2-TZVPD" lumo_ev=1.012 molar_mass_g_mol=98.15
N 1.128 1.244 -2.407
H -0.903 -1.180 2.585
C -1.061 -1.215 1.546
C 1.657 0.264 -0.271
H -1.040 -0.877 -1.233
H -0.588 -2.106 1.220
H 1.751 1.999 -2.196
H -1.354 0.816 -1.326
H 1.229 -0.168 1.840
H 2.706 0.255 -0.528
C 0.916 0.224 0.875
H -1.120 0.992 1.096
N 0.945 0.239 -1.484
C -0.949 0.032 -0.736
C -0.573 0.046 0.758
H -2.184 -1.346 1.360
H 1.233 0.861 -3.327

=====

Bottom line: *2*, by a margin of 14.3 kcal/mol.